No. 1
Molecular formula: C4H6F2
Method: DFT, the ωB97M-V functional and the def2-TZVPD basis

XYZ file:
```
12
C4H6F2 | the Open Molecules 2025 dataset | the ωB97M-V functional and the def2-TZVPD basis
C -1.91 -0.44 0.01
C -0.45 -0.41 -0.15
C 0.40 0.52 -0.04
F 0.13 1.79 -0.06
C 1.88 0.42 0.00
F 2.33 -0.88 -0.04
H -2.17 -1.25 0.76
H -2.27 0.52 0.38
H -2.46 -0.76 -0.95
H 0.04 -1.34 -0.09
H 2.08 0.83 0.95
H 2.40 0.99 -0.77
```

As for the SMILES: C/C=C(\F)CF. The strongest force on any atom is 2.99 eV/Å. Its total charge is 0. For the calculated total energy, the calculation gives -355.6960 hartree. The LUMO energy is 1.027 eV. For the HOMO energy, the calculation gives -9.58 eV. Its energy above the lowest of the compared OMol25 structures with the same formula, charge and spin is 18.0 kcal/mol. Its orbital gap is 10.609 eV. As for the molar mass: 92.088 Da.

natural (NBO) population analysis, charges in e, atoms 1 to 5: C -0.638; C -0.290; C 0.362; F -0.323; C 0.007


No. 2
Molecular formula: C4H6F2O
Method: DFT, the ωB97M-V functional and the def2-TZVPD basis

XYZ file:
```
13
C4H6F2O | the Open Molecules 2025 dataset | the ωB97M-V functional and the def2-TZVPD basis
O 2.11 0.67 0.18
C 1.08 -0.36 -0.06
C -0.25 0.10 -0.08
C -0.40 1.38 -0.08
F -1.55 2.10 0.04
C -1.53 -0.75 0.09
F -2.70 -0.16 0.01
H 3.00 0.16 -0.43
H 1.31 -0.95 -0.86
H 1.03 -1.06 0.83
H 0.63 1.90 0.01
H -1.49 -1.71 -0.67
H -1.23 -1.31 1.03
```

As for the SMILES: OC/C(=C/F)CF. The strongest force on any atom is 6.99 eV/Å. Its total charge is 0. For the calculated total energy, the calculation gives -430.8449 hartree. The LUMO energy is 0.258 eV. For the HOMO energy, the calculation gives -9.38 eV. Its energy above the lowest of the compared OMol25 structures with the same formula, charge and spin is 87.2 kcal/mol. Its orbital gap is 9.642 eV. As for the molar mass: 108.087 Da.

natural (NBO) population analysis, charges in e, atoms 1 to 5: O -0.702; C -0.073; C -0.203; C 0.226; F -0.327


No. 3
Molecular formula: C4H6F2O2
Method: DFT, the ωB97M-V functional and the def2-TZVPD basis

XYZ file:
```
14
C4H6F2O2 | the Open Molecules 2025 dataset | the ωB97M-V functional and the def2-TZVPD basis
O 0.36 2.02 -0.59
C 0.57 1.32 0.59
C 0.70 -0.16 0.31
O 1.26 -0.85 1.34
C -0.68 -0.75 0.00
F -1.30 -1.43 0.97
C -1.18 -0.88 -1.22
F -2.40 -1.47 -1.41
H -0.54 1.74 -0.89
H -0.15 1.57 1.39
H 1.56 1.61 1.03
H 1.26 -0.30 -0.62
H 1.19 -1.80 1.19
H -0.66 -0.62 -2.09
```

As for the SMILES: OC[C@@H](O)/C(F)=C/F. The strongest force on any atom is 2.42 eV/Å. Its total charge is 0. For the calculated total energy, the calculation gives -506.1651 hartree. The LUMO energy is 0.561 eV. For the HOMO energy, the calculation gives -9.96 eV. Its energy above the lowest of the compared OMol25 structures with the same formula, charge and spin is 39.0 kcal/mol. Its orbital gap is 10.523 eV. As for the molar mass: 124.086 Da.

natural (NBO) population analysis, charges in e, atoms 1 to 5: O -0.700; C -0.081; C 0.024; O -0.686; C 0.284


No. 4
Molecular formula: C4H6F3O2
Method: DFT, the ωB97M-V functional and the def2-TZVPD basis

XYZ file:
```
15
C4H6F3O2 | the Open Molecules 2025 dataset | the ωB97M-V functional and the def2-TZVPD basis
C -0.55 0.11 -0.05
C 1.42 1.52 0.20
C 1.23 -1.60 -0.22
C -2.83 0.05 0.00
O -0.02 1.25 0.16
O -0.17 -1.13 -0.15
F -3.28 0.33 1.23
F -3.09 0.92 -0.89
F -2.98 -1.18 -0.28
H 1.60 2.56 -0.20
H 1.98 0.86 -0.42
H 1.79 1.55 1.30
H 1.61 -1.68 -1.30
H 1.96 -0.95 0.29
H 1.34 -2.61 0.33
```

The strongest force on any atom is 4.09 eV/Å. Its total charge is +1. For the calculated total energy, the calculation gives -605.6796 hartree. The LUMO energy is -4.550 eV. For the HOMO energy, the calculation gives -15.34 eV. Its energy above the lowest of the compared OMol25 structures with the same formula, charge and spin is 34.7 kcal/mol. Its orbital gap is 10.789 eV. As for the molar mass: 143.084 Da.

natural (NBO) population analysis, charges in e, atoms 1 to 5: C 0.700; C -0.301; C -0.315; C 1.147; O -0.431


No. 5
Molecular formula: C4H6F4NP
Method: DFT, the ωB97M-V functional and the def2-TZVPD basis

XYZ file:
```
16
C4H6F4NP | the Open Molecules 2025 dataset | the ωB97M-V functional and the def2-TZVPD basis
C -0.87 0.92 0.32
C 0.57 0.55 0.84
C 1.27 -0.82 -1.14
C -1.91 -0.26 0.18
N 1.67 -0.07 0.01
F -0.78 1.48 -0.88
F -1.52 -1.38 0.81
F -2.03 -0.61 -1.12
F -3.18 0.02 0.64
P 3.30 -0.26 0.40
H 0.91 1.55 1.12
H -1.38 1.62 1.10
H 0.56 -0.10 1.84
H 2.11 -1.26 -1.55
H 0.48 -1.43 -0.77
H 0.79 0.05 -1.79
```

The strongest force on any atom is 5.00 eV/Å. Its total charge is 0. For the calculated total energy, the calculation gives -951.4773 hartree. The LUMO energy (spin up / spin down) is 0.726 / -0.773 eV. For the HOMO energy (spin up / spin down), the calculation gives -7.01 / -9.60 eV. Its energy above the lowest of the compared OMol25 structures with the same formula, charge and spin is 0.0 kcal/mol. Its orbital gap (spin up / spin down) is 7.739 / 8.824 eV. As for the molar mass: 175.065 Da. As for the spin multiplicity: 3.

natural (NBO) population analysis, charges in e, atoms 1 to 5: C 0.132; C -0.266; C -0.411; C 0.933; N -0.757


No. 6
Molecular formula: C4H6FLuO4
Method: DFT, the ωB97M-V functional and the def2-TZVPD basis

XYZ file:
```
16
C4H6FLuO4 | the Open Molecules 2025 dataset | the ωB97M-V functional and the def2-TZVPD basis
C 1.50 1.60 0.72
O 0.55 0.91 -0.12
H 2.46 1.08 0.69
H 1.60 2.63 0.38
H 1.07 1.57 1.73
C 1.07 -0.17 -1.00
O -2.23 -0.45 0.38
C -1.39 -1.30 0.70
C -0.50 -1.89 -0.36
O -0.12 -0.77 -1.18
O 2.15 -0.64 -1.05
F -2.46 3.02 -0.95
H -1.39 -1.78 1.69
H 0.39 -2.33 0.11
H -0.99 -2.69 -0.94
Lu -1.71 1.21 -0.83
```

The strongest force on any atom is 4.30 eV/Å. Its total charge is +2. For the calculated total energy, the calculation gives -1791.7390 hartree. The LUMO energy is -10.245 eV. For the HOMO energy, the calculation gives -20.69 eV. Its energy above the lowest of the compared OMol25 structures with the same formula, charge and spin is 0.0 kcal/mol. Its orbital gap is 10.445 eV. As for the molar mass: 312.053 Da.

natural (NBO) population analysis, charges in e, atoms 1 to 5: C -0.281; O -0.692; H 0.251; H 0.234; H 0.224


No. 7
Molecular formula: C4H6FN2
Method: DFT, the ωB97M-V functional and the def2-TZVPD basis

XYZ file:
```
13
C4H6FN2 | the Open Molecules 2025 dataset | the ωB97M-V functional and the def2-TZVPD basis
C 0.35 1.64 -0.02
C -0.82 0.59 -1.26
C 1.08 0.37 0.38
C 0.43 -0.88 -0.20
N -0.59 1.86 -0.81
N -0.68 -0.55 -1.11
F -2.17 -1.32 0.33
H 0.54 2.50 0.67
H 2.10 0.44 0.01
H 1.14 0.30 1.53
H 1.17 -1.47 -0.89
H -0.03 -1.67 0.48
H -2.53 -1.79 0.91
```

The strongest force on any atom is 8.91 eV/Å. Its total charge is +1. For the calculated total energy, the calculation gives -364.9734 hartree. The LUMO energy (spin up / spin down) is -6.142 / -6.143 eV. For the HOMO energy (spin up / spin down), the calculation gives -16.36 / -16.36 eV. Its energy above the lowest of the compared OMol25 structures with the same formula, charge and spin is 95.9 kcal/mol. Its orbital gap (spin up / spin down) is 10.216 / 10.215 eV. As for the molar mass: 101.104 Da.

natural (NBO) population analysis, charges in e, atoms 1 to 5: C 0.259; C 0.781; C -0.544; C -0.229; N -0.399


No. 8
Molecular formula: C4H6FN5O
Method: DFT, the ωB97M-V functional and the def2-TZVPD basis

XYZ file:
```
17
C4H6FN5O | the Open Molecules 2025 dataset | the ωB97M-V functional and the def2-TZVPD basis
C 0.30 -1.77 -0.34
C -0.74 -0.97 0.00
C 2.49 0.05 0.09
C 0.40 1.26 -0.17
N 1.70 0.92 -0.21
N 3.51 -0.45 0.47
N -0.62 0.44 -0.04
N -2.12 -1.31 0.33
N 0.15 2.60 -0.25
O -1.85 1.09 0.02
F -0.12 -3.12 -0.29
H 3.89 -1.35 0.27
H -2.46 -2.03 -0.30
H -2.20 -1.66 1.28
H 0.90 3.18 -0.57
H -0.80 2.87 -0.44
H -2.44 0.26 0.15
```

The strongest force on any atom is 1.56 eV/Å. Its total charge is 0. For the calculated total energy, the calculation gives -604.7384 hartree. The LUMO energy is 0.600 eV. For the HOMO energy, the calculation gives -7.74 eV. Its energy above the lowest of the compared OMol25 structures with the same formula, charge and spin is 0.0 kcal/mol. Its orbital gap is 8.342 eV. As for the molar mass: 159.124 Da.

natural (NBO) population analysis, charges in e, atoms 1 to 5: C 0.033; C -0.042; C 0.777; C 0.612; N -0.584